Entry 1:
{
  "formula": "C22H17N4OTeW",
  "method": "ωB97M-V/def2-TZVPD",
  "symbols": ["W", "N", "C", "C", "C", "C", "C", "C", "C", "C", "C", "C", "C", "C", "H", "H", "H", "H", "H", "H", "H", "H", "H", "H", "Te", "C", "C", "C", "C", "C", "C", "H", "H", "H", "H", "H", "N", "C", "O", "C", "C", "N", "C", "N", "H", "H"],
  "positions_angstrom": [[0.03171, -0.85054, -0.20596], [-0.90670, 1.21071, 0.17885], [-0.47434, 1.31082, -1.17403], [-1.35580, 1.58898, -2.22795], [-0.87763, 1.68426, -3.51150], [0.49273, 1.53952, -3.76773], [1.37129, 1.31277, -2.73694], [0.92315, 1.18942, -1.40685], [1.88636, 1.15754, -0.26010], [2.95719, 2.03561, -0.15505], [3.79070, 1.93043, 0.94770], [3.56498, 0.94986, 1.90560], [2.51039, 0.05717, 1.76897], [1.63733, 0.15196, 0.68939], [-1.90757, 1.31820, 0.28942], [-0.43791, 1.85726, 0.80832], [-2.40898, 1.73784, -2.02118], [-1.55809, 1.89673, -4.32512], [0.86377, 1.63892, -4.77883], [2.43523, 1.24404, -2.92263], [3.12357, 2.79354, -0.91146], [4.62044, 2.61509, 1.06341], [4.22011, 0.87359, 2.76335], [2.38723, -0.71660, 2.51729], [1.62550, -2.38622, -1.73306], [-0.50273, -2.64046, -1.57013], [-1.11547, -3.78018, -1.02237], [-2.48890, -3.84771, -0.92982], [-3.28126, -2.78264, -1.37006], [-2.69877, -1.68724, -1.96926], [-1.30217, -1.59931, -2.09139], [-0.49642, -4.61267, -0.70872], [-2.95942, -4.73275, -0.52078], [-4.35812, -2.83682, -1.28374], [-3.32515, -0.91073, -2.39162], [-0.87469, -0.92282, -2.82140], [0.12248, -2.50422, 1.44334], [-0.77541, -1.43079, 1.73736], [-1.68324, -1.32098, 0.79999], [-0.70730, -0.70544, 2.92626], [-1.44834, 0.49367, 3.03791], [-2.01083, 1.49898, 3.04911], [0.18032, -1.11289, 3.94811], [0.92152, -1.51320, 4.73469], [0.87077, -2.61788, 2.11942], [-0.36012, -3.38232, 1.29140]],
  "homo_energy_ev": [-10.96, -11.36],
  "charge": 1,
  "multiplicity": 3,
  "e_above_lowest_kcal_mol": 31.7,
  "orbital_gap_ev": [7.050, 6.252],
  "energy_ha": -1477.6230,
  "s_squared": 2.05
}

Entry 2:
{
  "formula": "C7H9N5S",
  "method": "ωB97M-V/def2-TZVPD",
  "symbols": ["C", "C", "C", "C", "C", "C", "C", "N", "N", "N", "N", "N", "S", "H", "H", "H", "H", "H", "H", "H", "H", "H"],
  "positions_angstrom": [[-1.85685, 1.85954, 1.27190], [2.04020, -0.52061, 0.03792], [0.29328, 0.14465, 1.51112], [1.99371, -1.19274, 2.21359], [-1.54010, 0.57986, 0.76977], [1.04768, 0.65313, 0.39501], [-1.92248, -0.44972, -3.01030], [-2.07339, 2.91185, 1.62636], [2.49742, -1.30195, 0.88691], [0.62093, -0.71887, 2.30104], [0.17553, 1.10571, -0.67336], [-1.15181, 0.49461, -0.57103], [-1.32252, -1.05265, -1.39445], [2.27730, -0.51126, -0.94160], [1.99400, -2.26897, 2.74054], [2.58291, -0.44676, 2.85463], [-1.97877, -0.30881, 1.14611], [1.72778, 1.41717, 0.63623], [-1.06518, -0.04360, -3.48169], [-2.65382, 0.25634, -3.10183], [-2.20915, -1.36869, -3.58785], [0.52333, 0.76176, -1.62903]],
  "homo_energy_ev": -8.61,
  "multiplicity": 1,
  "e_above_lowest_kcal_mol": 97.3,
  "orbital_gap_ev": 9.076,
  "energy_ha": -943.9137
}

Entry 3:
{
  "formula": "C6H11O",
  "method": "ωB97M-V/def2-TZVPD",
  "symbols": ["C", "C", "C", "C", "C", "C", "O", "H", "H", "H", "H", "H", "H", "H", "H", "H", "H", "H"],
  "positions_angstrom": [[1.67567, -0.20200, -0.48990], [1.25110, 1.11321, 0.21461], [1.04872, -1.28557, 0.44424], [-0.20582, 0.88460, 0.45680], [-0.98115, -0.08545, -0.29080], [-2.49300, -0.04706, -0.15976], [-0.27283, -0.79674, 0.82969], [1.24388, -0.20513, -1.44130], [2.75972, -0.20761, -0.57674], [1.81931, 1.07570, 1.13255], [1.34898, 1.96776, -0.38409], [0.83355, -2.32927, -0.03414], [1.59012, -1.25580, 1.44183], [-0.75223, 1.36220, 1.30748], [-0.67694, -0.34914, -1.34575], [-2.67968, 0.91214, 0.48652], [-2.74128, -0.91972, 0.46252], [-2.86371, 0.03187, -1.17192]],
  "homo_energy_ev": -16.36,
  "charge": 1,
  "multiplicity": 1,
  "e_above_lowest_kcal_mol": 25.7,
  "orbital_gap_ev": 12.329,
  "energy_ha": -310.1041
}

Entry 4:
{
  "formula": "C6H12N",
  "method": "ωB97M-V/def2-TZVPD",
  "symbols": ["C", "C", "C", "C", "C", "C", "N", "H", "H", "H", "H", "H", "H", "H", "H", "H", "H", "H", "H"],
  "positions_angstrom": [[-0.29405, -0.42948, 0.72660], [-1.27836, -0.87162, 1.52110], [1.18486, -0.60449, 1.12233], [-0.54160, 0.14604, -0.59327], [-1.65209, 1.09951, -0.91651], [0.41223, -0.28750, -1.67240], [1.79955, 0.56540, 0.41936], [-2.32087, -0.71262, 1.51739], [-1.04912, -1.51355, 2.37831], [1.26224, -0.64142, 2.22703], [1.36473, -1.56584, 0.63173], [-1.03895, 1.92632, -1.40319], [-2.20095, 1.45059, -0.03151], [-2.26515, 0.66640, -1.75987], [0.11699, -0.22370, -2.67933], [0.81326, -1.22694, -1.36081], [1.31767, 0.26585, -1.49534], [1.58797, 1.35462, 0.96901], [2.78164, 0.60243, 0.39936]],
  "homo_energy_ev": -14.12,
  "charge": 1,
  "multiplicity": 1,
  "e_above_lowest_kcal_mol": 64.8,
  "orbital_gap_ev": 8.231,
  "energy_ha": -290.2187
}

Entry 5:
{
  "formula": "C34H58B2ClF6I2N2O7",
  "method": "ωB97M-V/def2-TZVPD",
  "symbols": ["C", "C", "C", "B", "C", "Cl", "C", "C", "O", "C", "C", "O", "C", "F", "F", "F", "B", "C", "O", "C", "C", "O", "C", "F", "F", "F", "C", "I", "C", "C", "I", "O", "H", "H", "H", "H", "H", "H", "H", "H", "H", "H", "H", "H", "H", "H", "H", "H", "H", "H", "H", "H", "H", "H", "C", "C", "C", "C", "C", "C", "N", "O", "C", "C", "C", "H", "H", "H", "H", "H", "H", "H", "H", "H", "H", "H", "H", "H", "H", "H", "H", "H", "H", "C", "C", "C", "C", "C", "C", "N", "O", "C", "C", "C", "H", "H", "H", "H", "H", "H", "H", "H", "H", "H", "H", "H", "H", "H", "H", "H", "H", "H"],
  "positions_angstrom": [[-3.30405, -5.32709, -5.35956], [-2.44427, -6.32634, -5.17546], [-0.95192, -6.27897, -5.35656], [-0.14689, -6.84669, -3.98055], [0.09314, -8.45293, -4.28220], [1.22908, -8.54854, -5.71500], [0.61982, -9.44182, -3.24868], [2.10747, -9.29520, -2.89081], [1.11649, -6.15883, -3.56437], [0.74882, -5.17424, -2.60616], [2.03651, -4.50097, -2.06681], [1.87613, -3.97484, -0.72740], [2.86197, -3.25899, -0.20525], [2.48211, -1.97609, -0.02559], [3.98066, -3.22747, -0.94508], [3.21209, -3.69637, 1.00167], [0.14576, -3.96257, -3.54134], [-1.17305, -3.11514, -3.43319], [1.08155, -3.54866, -4.49318], [-0.34325, -5.93436, -1.75710], [-1.31626, -5.04771, -0.92359], [-0.72383, -3.79100, -0.54786], [-1.51948, -2.93069, 0.05124], [-0.90496, -1.77235, 0.10317], [-2.69893, -2.74086, -0.55087], [-1.81372, -3.27940, 1.31644], [-0.04480, -7.18923, -0.85268], [-1.92126, -8.23842, -0.64048], [0.93260, -7.77675, -0.16236], [0.78588, -9.05106, 0.65243], [2.92054, -7.13171, -0.12227], [-1.08186, -6.46431, -2.83927], [-2.98324, -4.34203, -5.69358], [-4.36784, -5.46645, -5.17044], [-2.84079, -7.29783, -4.86369], [-0.71397, -6.91241, -6.21923], [-0.69920, -5.25381, -5.64970], [-0.85361, -8.85580, -4.66846], [0.00174, -9.39872, -2.34622], [0.47823, -10.45443, -3.66189], [2.42192, -8.24948, -2.92539], [2.73077, -9.89682, -3.55831], [2.28361, -9.66240, -1.87018], [2.89119, -5.17619, -2.15266], [2.26335, -3.64038, -2.70414], [-1.32714, -2.55957, -4.36753], [-2.08003, -3.68354, -3.22297], [-1.04252, -2.35824, -2.64447], [0.89822, -3.88242, -5.37922], [-1.59587, -5.56058, 0.00036], [-2.21599, -4.89439, -1.51910], [-0.01396, -8.95439, 1.39201], [0.55320, -9.89359, -0.01250], [1.71903, -9.28968, 1.16567], [1.02051, 0.86804, 0.87538], [0.80421, 1.91631, -0.24278], [1.81500, 1.74343, -1.39003], [3.21781, 2.27547, -1.10750], [3.16051, 3.71180, -0.59424], [2.26291, 3.85436, 0.63590], [0.90291, 3.31454, 0.29541], [0.17602, 4.16593, -0.33439], [2.90206, 3.13806, 1.83345], [2.10378, 5.31909, 1.02153], [-0.59805, 1.70958, -0.80706], [1.22894, 1.31956, 1.84006], [0.12445, 0.26660, 1.01534], [1.83576, 0.18368, 0.64039], [1.42318, 2.25601, -2.27431], [1.85774, 0.68059, -1.63681], [3.74102, 1.62923, -0.39764], [3.80142, 2.24319, -2.02964], [4.15974, 4.07459, -0.33834], [2.77781, 4.36221, -1.38720], [2.24620, 3.17979, 2.70478], [3.83164, 3.65117, 2.08583], [3.15053, 2.09876, 1.64228], [1.75254, 5.92615, 0.19042], [3.06862, 5.71246, 1.34787], [1.39437, 5.42459, 1.84192], [-1.35663, 1.92101, -0.05237], [-0.69142, 0.66466, -1.10601], [-0.78981, 2.33930, -1.67257], [-0.50367, 9.86056, 4.96393], [-2.00680, 9.54071, 4.76640], [-2.58866, 8.74610, 5.94828], [-2.24221, 7.25888, 5.96536], [-2.55018, 6.61322, 4.61690], [-1.84889, 7.32173, 3.45703], [-2.23342, 8.77443, 3.49751], [-3.37864, 9.00244, 2.96391], [-0.33380, 7.10770, 3.54982], [-2.30145, 6.74296, 2.12118], [-2.75150, 10.86923, 4.66660], [0.11489, 9.45010, 4.17333], [-0.34200, 10.93844, 4.94708], [-0.12655, 9.48371, 5.91595], [-3.67832, 8.84467, 5.92290], [-2.25285, 9.22452, 6.87161], [-1.19355, 7.10779, 6.23625], [-2.82821, 6.76784, 6.74492], [-2.25014, 5.56266, 4.61233], [-3.63051, 6.63661, 4.44411], [0.18302, 7.65254, 2.75811], [-0.12528, 6.04601, 3.41522], [0.09953, 7.39440, 4.50451], [-3.38330, 6.76296, 2.01686], [-1.96405, 5.70799, 2.05020], [-1.86650, 7.29851, 1.28974], [-2.44456, 11.42091, 3.77746], [-2.50446, 11.46433, 5.54820], [-3.82925, 10.73361, 4.62929]],
  "homo_energy_ev": [-5.32, -5.32],
  "charge": -1,
  "multiplicity": 3,
  "orbital_gap_ev": [7.142, 7.043],
  "energy_ha": -3671.0388,
  "s_squared": 2.01
}

Entry 6:
{
  "formula": "C32H60N2OP3Pt",
  "method": "ωB97M-V/def2-TZVPD",
  "symbols": ["C", "C", "C", "C", "C", "H", "H", "H", "N", "P", "P", "C", "H", "H", "C", "H", "C", "C", "C", "C", "C", "H", "H", "H", "C", "H", "H", "H", "C", "H", "H", "H", "C", "H", "H", "H", "C", "H", "H", "H", "C", "H", "H", "H", "C", "H", "H", "H", "C", "H", "H", "H", "C", "H", "H", "H", "C", "H", "H", "H", "C", "H", "H", "H", "C", "H", "H", "H", "Pt", "C", "O", "N", "C", "C", "C", "C", "C", "H", "H", "H", "H", "H", "H", "H", "H", "H", "C", "P", "C", "C", "H", "H", "H", "H", "H", "H", "H", "H", "H"],
  "positions_angstrom": [[-0.82415, 1.69225, -2.13808], [1.45949, 1.21184, -2.30766], [-0.75957, 2.43635, -3.30681], [1.61151, 2.24051, -3.31106], [0.47108, 2.75554, -3.87011], [-1.70387, 2.75473, -3.71491], [2.61903, 2.46026, -3.69669], [0.50368, 3.40110, -4.74797], [0.23052, 1.05043, -1.66470], [-2.06634, 1.31203, 0.36119], [2.16211, -1.14761, -1.04564], [-2.18400, 1.55443, -1.42224], [-2.82867, 2.41880, -1.67165], [-2.72218, 0.67635, -1.86205], [2.48174, 0.31273, -2.01084], [3.50795, 0.64734, -2.25456], [3.73639, -1.57816, 0.10261], [2.16950, -2.22015, -2.64890], [-1.68846, 3.09168, 1.06548], [-3.87578, 0.85066, 0.77072], [3.51420, -1.12847, 1.55216], [2.85923, -1.81034, 2.08555], [4.45378, -1.12119, 2.13178], [3.06465, -0.13776, 1.57445], [3.98922, -3.09874, 0.12101], [3.17682, -3.64677, 0.61671], [4.13901, -3.51105, -0.88264], [4.90224, -3.30895, 0.70429], [4.98715, -0.82861, -0.35677], [5.84723, -1.22940, 0.21274], [5.20652, -0.92150, -1.42785], [4.91580, 0.23508, -0.08918], [1.77248, -3.65391, -2.30855], [0.71625, -3.70044, -2.01193], [1.89955, -4.25482, -3.22057], [2.37998, -4.09420, -1.51354], [1.10126, -1.65417, -3.60005], [0.11507, -1.64525, -3.10938], [1.34611, -0.63320, -3.91337], [1.06569, -2.26387, -4.51810], [3.52240, -2.15213, -3.35465], [3.81746, -1.11637, -3.56574], [4.33317, -2.64141, -2.79981], [3.43752, -2.66915, -4.32913], [-4.07737, 0.85902, 2.29463], [-5.03883, 0.36740, 2.51427], [-3.29342, 0.30295, 2.82332], [-4.13608, 1.87386, 2.70860], [-4.14830, -0.56678, 0.24049], [-4.18797, -0.59373, -0.85589], [-3.39818, -1.28749, 0.58671], [-5.12686, -0.90419, 0.61811], [-4.91139, 1.78416, 0.11940], [-4.80999, 1.83271, -0.97186], [-5.91296, 1.37995, 0.33553], [-4.88275, 2.79899, 0.52644], [-0.64923, 3.79645, 0.17547], [-1.09346, 4.16134, -0.76584], [-0.25371, 4.68252, 0.70535], [0.19321, 3.12975, -0.04711], [-1.11400, 2.86127, 2.46749], [-0.31025, 2.11203, 2.44748], [-0.68344, 3.79700, 2.85561], [-1.88828, 2.54447, 3.18659], [-2.88602, 4.04585, 1.18898], [-3.42143, 4.19014, 0.23794], [-3.58591, 3.75039, 1.98520], [-2.48904, 5.03663, 1.48060], [-0.09846, -0.34230, 0.09298], [-1.05110, -1.68316, -0.85647], [-1.68214, -2.57151, -1.25793], [1.64249, 1.65488, 1.41856], [2.55989, 2.33886, 1.22954], [3.64121, 3.28611, 0.84679], [4.38160, 2.96782, -0.47464], [2.89615, 4.61842, 0.65062], [4.63410, 3.23782, 2.02996], [5.01803, 2.06730, -0.45528], [3.72783, 2.89586, -1.35721], [5.08362, 3.79792, -0.66825], [2.21879, 4.81233, 1.48900], [3.52941, 5.49745, 0.51065], [2.29429, 4.49317, -0.26144], [5.19755, 4.17230, 2.22414], [4.09309, 2.97628, 2.95292], [5.32788, 2.40267, 1.84250], [-1.91159, -2.25618, 2.45160], [-0.38417, -1.28857, 2.14215], [-0.39453, -0.24627, 3.62945], [0.75277, -2.71085, 2.26800], [-1.63741, -2.90712, 3.28701], [-2.75197, -1.63737, 2.76999], [-2.16093, -2.87350, 1.58772], [-0.37621, -0.89922, 4.52022], [0.45343, 0.45230, 3.67422], [-1.32996, 0.32450, 3.67887], [0.19455, -3.64281, 2.42503], [1.33749, -2.83485, 1.34515], [1.41037, -2.55766, 3.12794]],
  "homo_energy_ev": [-15.60, -18.18],
  "charge": 3,
  "multiplicity": 5,
  "e_above_lowest_kcal_mol": 0.0,
  "orbital_gap_ev": [7.614, 5.007],
  "energy_ha": -2582.3966,
  "s_squared": 6.05
}